[1]
{"formula": "C49H70F8O23", "method": "ωB97M-V with the def2-TZVPD basis set", "species": ["F", "C", "F", "C", "F", "F", "C", "O", "C", "F", "F", "C", "F", "F", "H", "H", "H", "H", "O", "C", "C", "C", "C", "O", "H", "H", "H", "H", "H", "H", "O", "C", "C", "C", "C", "O", "H", "H", "H", "H", "H", "H", "O", "C", "C", "C", "C", "O", "H", "H", "H", "H", "H", "H", "O", "C", "C", "C", "C", "O", "H", "H", "H", "H", "H", "H", "O", "C", "C", "C", "C", "O", "H", "H", "H", "H", "H", "H", "O", "C", "C", "C", "C", "O", "H", "H", "H", "H", "H", "H", "O", "C", "C", "C", "C", "O", "H", "H", "H", "H", "H", "H", "O", "C", "C", "C", "C", "O", "H", "H", "H", "H", "H", "H", "O", "C", "C", "C", "C", "O", "H", "H", "H", "H", "H", "H", "O", "C", "C", "C", "C", "O", "H", "H", "H", "H", "H", "H", "O", "C", "C", "C", "C", "O", "H", "H", "H", "H", "H", "H"], "positions_angstrom": [[1.228, 4.810, 3.914], [2.022, 5.392, 3.044], [1.356, 6.123, 2.176], [3.137, 6.236, 3.725], [3.874, 6.772, 2.778], [3.971, 5.430, 4.392], [2.597, 7.419, 4.586], [1.669, 7.001, 5.610], [2.250, 6.866, 6.878], [3.519, 6.490, 6.791], [2.375, 8.099, 7.449], [1.415, 5.892, 7.706], [1.100, 4.694, 7.127], [1.905, 5.551, 8.900], [2.486, 4.608, 2.446], [2.033, 8.014, 3.868], [3.476, 7.997, 4.869], [0.423, 6.318, 7.852], [-5.370, -2.261, 6.684], [-4.418, -1.563, 6.327], [-3.709, -1.706, 5.065], [-2.593, -0.700, 5.133], [-2.641, -0.230, 6.577], [-3.891, -0.639, 7.128], [-3.301, -2.711, 4.960], [-4.335, -1.609, 4.178], [-1.663, -1.178, 4.825], [-2.685, 0.122, 4.422], [-1.762, -0.611, 7.097], [-2.532, 0.854, 6.600], [-0.999, 2.263, -1.158], [-0.614, 1.091, -0.976], [0.000, 0.563, 0.314], [0.058, -0.937, 0.032], [-0.032, -1.029, -1.419], [-0.689, 0.141, -1.876], [1.028, 0.924, 0.335], [-0.636, 0.984, 1.093], [0.986, -1.419, 0.338], [-0.836, -1.404, 0.447], [0.956, -1.138, -1.868], [-0.660, -1.846, -1.776], [1.542, -2.241, -6.464], [0.751, -3.087, -6.938], [-0.270, -4.016, -6.206], [-0.349, -5.151, -7.242], [-0.017, -4.509, -8.579], [0.683, -3.349, -8.283], [0.060, -4.406, -5.243], [-1.253, -3.549, -6.165], [0.439, -5.883, -7.068], [-1.300, -5.676, -7.327], [0.622, -5.078, -9.255], [-0.906, -4.181, -9.118], [0.722, -4.159, 6.502], [1.874, -4.016, 6.164], [3.131, -3.647, 6.989], [4.248, -4.116, 6.083], [3.614, -3.911, 4.671], [2.252, -4.178, 4.931], [3.159, -2.572, 7.166], [3.051, -4.143, 7.956], [5.154, -3.512, 6.135], [4.467, -5.170, 6.252], [3.715, -2.914, 4.243], [4.029, -4.597, 3.932], [-2.387, -6.787, -2.481], [-3.190, -7.705, -2.264], [-3.527, -8.921, -3.149], [-4.306, -9.785, -2.149], [-4.911, -8.682, -1.232], [-4.000, -7.597, -1.249], [-4.097, -8.532, -3.993], [-2.604, -9.392, -3.485], [-4.894, -10.514, -2.707], [-3.671, -10.430, -1.541], [-5.880, -8.259, -1.498], [-4.899, -8.989, -0.186], [4.660, 1.425, -4.334], [4.344, 2.604, -4.575], [3.221, 3.347, -3.890], [3.635, 4.717, -4.370], [4.371, 4.575, -5.691], [4.890, 3.294, -5.571], [2.300, 3.009, -4.365], [3.053, 3.108, -2.840], [2.853, 5.473, -4.449], [4.372, 5.144, -3.690], [3.552, 4.608, -6.410], [5.188, 5.288, -5.805], [3.368, -4.393, -3.058], [3.034, -5.367, -2.358], [2.908, -6.750, -2.816], [2.980, -7.549, -1.451], [2.405, -6.580, -0.468], [2.673, -5.262, -0.997], [1.915, -6.850, -3.252], [3.609, -7.073, -3.586], [2.577, -8.561, -1.436], [4.043, -7.656, -1.234], [1.318, -6.657, -0.450], [2.626, -6.680, 0.595], [-4.843, 0.157, 0.722], [-5.154, -0.276, -0.407], [-5.810, 0.411, -1.550], [-6.311, -0.737, -2.406], [-5.437, -1.883, -2.017], [-4.872, -1.506, -0.835], [-6.631, 1.046, -1.218], [-5.199, 1.036, -2.201], [-7.359, -0.965, -2.213], [-6.317, -0.443, -3.455], [-6.082, -2.729, -1.777], [-4.721, -2.166, -2.788], [5.609, 1.182, 0.316], [6.302, 0.185, 0.122], [6.031, -1.318, -0.053], [7.410, -1.963, 0.162], [8.371, -0.809, -0.280], [7.604, 0.379, -0.124], [5.241, -1.646, 0.623], [5.704, -1.476, -1.081], [7.553, -2.091, 1.234], [7.532, -2.914, -0.357], [9.349, -0.729, 0.194], [8.513, -1.087, -1.324], [-2.305, 9.516, -5.641], [-2.539, 8.576, -4.858], [-3.527, 7.422, -5.023], [-3.087, 6.545, -3.922], [-2.302, 7.413, -2.964], [-1.926, 8.536, -3.709], [-4.441, 7.896, -4.668], [-3.453, 6.977, -6.016], [-3.998, 6.139, -3.483], [-2.528, 5.671, -4.257], [-3.034, 7.735, -2.223], [-1.547, 6.789, -2.486], [-6.067, 6.050, 0.708], [-5.348, 5.962, 1.703], [-5.228, 4.891, 2.695], [-3.911, 5.145, 3.347], [-3.493, 6.572, 2.941], [-4.459, 6.940, 1.929], [-6.090, 5.065, 3.339], [-5.434, 3.918, 2.250], [-3.995, 5.148, 4.434], [-3.230, 4.366, 3.003], [-3.506, 7.269, 3.779], [-2.479, 6.564, 2.540]], "fmax_ha_per_bohr": 0.1014, "relative_energy_kcal_mol": 0.00, "orbital_gap_ev": 9.57, "lumo_ev": 0.03}

[2]
{"formula": "C7H11O17SV", "method": "ωB97M-V with the def2-TZVPD basis set", "species": ["O", "V", "O", "C", "O", "O", "H", "O", "C", "O", "O", "H", "O", "C", "O", "O", "H", "O", "C", "O", "O", "H", "O", "C", "O", "O", "H", "C", "S", "O", "C", "H", "H", "H", "H", "H", "H"], "positions_angstrom": [[18.432, 14.255, -8.514], [19.555, 13.551, -9.353], [19.708, 11.190, -5.737], [20.033, 12.444, -6.157], [20.080, 13.427, -5.416], [20.120, 12.532, -7.438], [19.822, 10.845, -6.653], [17.123, 9.742, -9.791], [17.445, 10.917, -10.385], [17.314, 11.066, -11.600], [18.180, 11.703, -9.674], [17.267, 9.969, -8.860], [23.141, 15.799, -8.934], [21.900, 15.627, -8.407], [21.727, 15.690, -7.179], [20.911, 15.346, -9.165], [22.941, 16.047, -9.848], [21.873, 10.413, -10.861], [21.134, 11.506, -11.350], [20.995, 12.496, -10.568], [20.587, 11.283, -12.424], [21.849, 10.743, -9.942], [18.485, 16.133, -12.721], [18.582, 14.815, -12.415], [18.339, 13.966, -13.313], [18.758, 14.417, -11.229], [17.907, 15.990, -13.490], [17.634, 17.323, -9.554], [17.795, 19.173, -9.693], [17.665, 19.489, -11.171], [16.130, 19.625, -9.098], [16.971, 16.859, -10.281], [17.388, 16.969, -8.549], [18.583, 16.791, -9.647], [15.487, 19.804, -9.961], [16.243, 20.635, -8.693], [15.624, 18.983, -8.379]], "fmax_ha_per_bohr": 0.1054, "multiplicity": 2, "relative_energy_kcal_mol": 0.00, "orbital_gap_ev": [5.67, 5.64], "s2": 0.7784, "total_charge": -3, "lumo_ev": [5.70, 5.70]}

[3]
{"formula": "C8H8O5PdSe4", "method": "ωB97M-V with the def2-TZVPD basis set", "species": ["Pd", "O", "C", "O", "C", "C", "C", "C", "C", "O", "C", "C", "O", "O", "H", "H", "H", "H", "H", "H", "H", "H", "Se", "Se", "Se", "Se"], "positions_angstrom": [[-1.968, 0.926, -0.678], [-2.468, -0.865, 0.656], [-1.612, -1.185, -0.149], [-1.912, -1.649, -1.359], [-0.126, -1.300, 0.150], [0.656, -0.745, -1.066], [2.147, -1.077, -0.935], [2.589, -0.069, 0.140], [1.252, 0.616, 0.460], [0.602, 0.654, -0.808], [0.377, -0.363, 1.273], [-0.714, 0.478, 2.089], [-0.859, 0.159, 3.247], [-1.201, 1.444, 1.452], [0.083, -2.352, 0.346], [0.220, -0.978, -2.042], [2.309, -2.112, -0.649], [2.654, -0.890, -1.878], [3.026, -0.540, 1.017], [3.298, 0.650, -0.265], [1.328, 1.620, 0.880], [0.943, -0.912, 2.026], [-1.221, 2.883, -1.991], [-2.251, 3.889, -0.205], [-3.836, 2.372, 0.418], [-3.318, -0.652, -2.130]], "fmax_ha_per_bohr": 0.0497, "multiplicity": 5, "relative_energy_kcal_mol": 32.98, "orbital_gap_ev": [6.70, 4.63], "s2": 6.0259, "lumo_ev": [-1.49, -3.60]}

[4]
{"formula": "C3H3NO", "method": "ωB97M-V with the def2-TZVPD basis set", "species": ["C", "C", "C", "N", "O", "H", "H", "H"], "positions_angstrom": [[-1.283, -0.652, 0.120], [0.779, 0.485, 0.442], [0.158, 0.455, -0.911], [-0.078, -0.660, 0.407], [-2.380, -1.034, -0.020], [1.831, 0.186, 0.663], [0.341, 1.105, 1.157], [0.632, 0.116, -1.859]], "fmax_ha_per_bohr": 0.0589, "relative_energy_kcal_mol": 92.47, "orbital_gap_ev": 9.08, "lumo_ev": 0.56}